Record 1
An isolated molecule of C2H7BrOP2. Source: OMol25; level of theory: ωB97M-V/def2-TZVPD.

Results
molecular weight = 188.93 g/mol
SMILES = COC[PH2]=PBr
spin multiplicity = 1
LUMO level = -0.0146 hartree
relative energy (zero: lowest compared OMol25 entry of this formula, charge and spin) = 1.3123 eV
Kohn-Sham gap = 7.00 eV

Geometry (Å):
C 0.8074 1.0058 -1.3428
C 0.4708 -0.2668 0.7255
O 1.2680 0.0301 -0.3868
P -1.1934 -1.0614 0.1651
P -3.1132 -1.2044 -0.7903
Br -4.1104 0.5464 0.2123
H 1.4173 0.7448 -2.1459
H 0.8900 1.8857 -0.8622
H -0.3003 0.7237 -1.4718
H 1.0757 -0.9588 1.3591
H 0.2055 0.5613 1.4540
H -0.6664 -2.1019 -0.4562
H -1.5410 -1.3050 1.5133

Forces on atoms 1 to 2 (eV/Å):
C -2.912 -4.584 1.524
C -0.197 1.089 -0.374

Atomic partial charges in e from the Mulliken method, atoms 1 to 5: -0.5139, -0.4861, -0.3668, 0.1219, -0.0511

***

Record 2
A cluster of 12 separate species, C46H112Br4N10O5 in total. Source: OMol25; level of theory: ωB97M-V/def2-TZVPD.

Results
molecular weight = 1205.08 g/mol
charge = +4
spin multiplicity = 1
LUMO level = -0.2245 hartree
Kohn-Sham gap = 3.84 eV

Geometry (Å):
C 2.8438 -11.5848 -2.7351
C 2.4367 -10.4095 -1.9121
N 3.4175 -9.9094 -0.9544
C 3.3506 -9.8649 0.4261
C 4.5558 -9.3497 0.9063
N 5.3890 -9.0889 -0.1893
C 4.6704 -9.4027 -1.3279
C 6.7226 -8.4953 -0.0745
H 3.5790 -12.2089 -2.2270
H 3.3802 -11.1193 -3.5619
H 2.0212 -12.1560 -3.1653
H 1.5770 -10.6766 -1.2976
H 2.1991 -9.5107 -2.4811
H 2.4120 -10.2320 0.8142
H 4.9021 -9.0885 1.8954
H 4.9382 -9.2538 -2.3635
H 6.9599 -8.0664 -1.0480
H 7.5133 -9.1986 0.1867
H 6.7593 -7.6588 0.6234
C -0.3412 11.6091 -2.3888
C -0.9024 11.9663 -3.8299
N -1.7269 10.8307 -4.2601
C -3.0995 10.9616 -4.4344
C -3.4730 9.6973 -4.6430
N -2.4076 8.7692 -4.7790
C -1.3010 9.5209 -4.4951
C -2.4644 7.4234 -5.0981
H -1.0122 11.8196 -1.5560
H 0.5540 12.1960 -2.1833
H -0.0052 10.5722 -2.3832
H -0.1406 12.1098 -4.5962
H -1.5023 12.8763 -3.8318
H -3.6372 11.8959 -4.5002
H -4.4619 9.2896 -4.7923
H -0.2887 9.1445 -4.4918
H -1.4346 7.1129 -5.2749
H -3.0708 7.1552 -5.9633
H -2.6488 6.8233 -4.2071
C 7.7783 0.7767 1.2487
C 8.2155 0.9872 2.7311
C 7.0416 1.4413 3.6041
C 7.3268 1.3428 5.1557
N 6.4248 2.2603 6.1219
C 6.3239 1.8165 7.5957
C 4.9699 2.2652 8.3038
C 4.2329 2.7575 7.1116
C 4.9274 2.3060 5.8209
C 6.9958 3.6744 6.2124
H 8.6039 0.4972 0.5943
H 7.3956 1.7228 0.8657
H 6.9373 0.0943 1.1258
H 9.0771 1.6417 2.8634
H 8.5722 0.0030 3.0346
H 6.1610 0.8459 3.3631
H 6.8458 2.4077 3.1396
H 8.3571 1.6128 5.3876
H 7.1559 0.2959 5.4063
H 7.2001 2.1735 8.1370
H 6.3079 0.7315 7.4922
H 5.2145 3.0989 8.9620
H 4.5111 1.4046 8.7907
H 4.1976 3.8469 7.1141
H 3.1756 2.5019 7.0414
H 4.7388 3.0285 5.0268
H 4.7000 1.3350 5.3811
H 6.8963 4.0212 5.1838
H 7.9845 3.5604 6.6569
H 6.3785 4.2948 6.8621
C 1.4041 -2.9431 -0.6877
N -0.0892 -2.7259 -0.2183
C -0.7119 -4.1201 -0.0006
C -0.0950 -2.1258 1.1547
C -0.9002 -1.8988 -1.2280
C -0.5212 -1.9896 -2.7262
O -0.8803 -3.1902 -3.2953
H 1.9170 -1.9920 -0.8301
H 1.3966 -3.5790 -1.5730
H 1.8567 -3.4483 0.1656
H -0.5774 -4.7452 -0.8833
H -1.7485 -3.9476 0.2887
H -0.2177 -4.5956 0.8467
H -1.1097 -2.2945 1.5155
H 0.2052 -1.0791 1.1054
H 0.5689 -2.7836 1.7155
H -0.5376 -0.8859 -1.0523
H -1.9673 -1.8614 -1.0091
H 0.5083 -1.7565 -2.9984
H -1.1815 -1.2984 -3.2499
H -0.1471 -3.5020 -3.8309
C -9.5253 -6.2397 -5.9714
N -8.6340 -5.1235 -6.7279
C -7.1517 -5.4116 -6.9140
C -9.2217 -4.9322 -8.1552
C -8.7337 -3.8026 -5.9317
C -7.9282 -3.6055 -4.6660
O -8.4225 -4.4849 -3.5959
H -10.4566 -5.7937 -5.6222
H -8.8983 -6.6706 -5.1909
H -9.7697 -7.0241 -6.6877
H -6.5033 -4.5920 -7.2236
H -7.1754 -6.2169 -7.6481
H -6.8093 -5.6433 -5.9054
H -8.5076 -4.2339 -8.5916
H -10.1414 -4.3589 -8.0385
H -9.3347 -5.8469 -8.7371
H -9.7488 -3.4198 -5.8259
H -8.2302 -3.1125 -6.6087
H -8.1375 -2.5855 -4.3439
H -6.8450 -3.6282 -4.7859
H -7.9686 -4.2567 -2.7814
C -2.1279 -2.6847 10.7472
N -3.3364 -3.6140 10.5569
C -4.6011 -2.7489 10.3017
C -3.0070 -4.4594 9.3213
C -3.4516 -4.4564 11.8785
C -2.6482 -5.7603 11.9477
O -3.2007 -6.7149 11.1136
H -2.4473 -2.0922 11.6046
H -1.9688 -2.0839 9.8518
H -1.2340 -3.2814 10.9290
H -5.2323 -3.5418 9.9004
H -4.4095 -1.9897 9.5435
H -4.9603 -2.4457 11.2851
H -2.0495 -4.9571 9.4752
H -2.9029 -3.8962 8.3939
H -3.7287 -5.2725 9.2429
H -4.5143 -4.6901 11.9424
H -3.2164 -3.9197 12.7976
H -2.6862 -5.9934 13.0118
H -1.6077 -5.5381 11.7109
H -2.6642 -7.4736 11.3546
C -3.9434 7.1393 2.0855
N -3.9553 6.5854 3.5835
C -5.3334 5.9005 3.7777
C -2.8666 5.5003 3.6329
C -3.7685 7.7281 4.6411
C -4.9848 8.5579 4.9877
O -5.5157 9.3004 3.9154
H -4.5558 8.0395 2.0335
H -4.2132 6.4142 1.3177
H -2.9254 7.4820 1.9002
H -5.4426 5.1208 3.0239
H -6.0440 6.7182 3.6574
H -5.5222 5.6495 4.8215
H -3.0572 4.8909 4.5162
H -1.8854 5.9699 3.7033
H -2.9813 4.9563 2.6953
H -3.0557 8.2988 4.0460
H -3.2748 7.3243 5.5251
H -4.6966 9.3246 5.7068
H -5.7772 8.0257 5.5140
H -6.3434 9.7009 4.1912
C 3.1535 2.9755 -11.1821
N 4.1772 2.4291 -10.1460
C 4.6381 3.4979 -9.1492
C 3.4395 1.3238 -9.3229
C 5.4258 1.8067 -10.8450
C 5.3757 0.5453 -11.6192
O 4.5809 0.6058 -12.7288
H 3.6657 3.7722 -11.7216
H 2.3046 3.2922 -10.5762
H 2.9374 2.1776 -11.8925
H 3.7319 3.9210 -8.7157
H 5.3531 4.1938 -9.5879
H 5.2207 3.0183 -8.3627
H 4.1868 0.7358 -8.7901
H 2.8209 0.6593 -9.9261
H 2.8222 1.9079 -8.6404
H 6.0075 1.4665 -9.9883
H 6.0959 2.5650 -11.2500
H 5.1891 -0.3136 -10.9745
H 6.4185 0.5034 -11.9336
H 5.0988 1.1508 -13.3258
Br 4.2734 -4.5113 6.7668
Br -6.7272 -2.3893 3.5203
Br 2.6020 4.0993 -2.1009
Br 3.4055 -5.9461 -7.0904

Forces on atoms 1 to 2 (eV/Å):
C 1.428 0.490 -1.038
C -1.496 0.665 1.183

Atomic partial charges in e from the Mulliken method, atoms 1 to 5: -1.0758, -0.4347, 0.1291, -0.2027, -0.5407

***

Number 1: maximum force 5.64 eV/Å, HOMO energy -7.398 eV. Number 2: maximum force 6.63 eV/Å, HOMO energy -9.948 eV.